{"formula": "C29H51ClFNO8S2", "method": "ωB97M-V with the def2-TZVPD basis set", "species": ["C", "C", "C", "C", "O", "O", "C", "C", "C", "C", "C", "Cl", "C", "S", "O", "O", "F", "N", "C", "S", "C", "C", "H", "H", "H", "H", "H", "H", "H", "H", "H", "H", "H", "H", "H", "H", "H", "H", "H", "H", "H", "C", "C", "C", "O", "C", "H", "H", "H", "H", "H", "H", "H", "H", "C", "C", "C", "O", "C", "H", "H", "H", "H", "H", "H", "H", "H", "C", "C", "C", "O", "C", "H", "H", "H", "H", "H", "H", "H", "H", "C", "C", "C", "O", "C", "H", "H", "H", "H", "H", "H", "H", "H"], "coordinates": [[1.80, 0.30, 5.88], [0.92, -0.06, 4.90], [0.51, 0.80, 3.71], [0.29, 2.34, 3.97], [-0.52, 2.95, 3.25], [0.98, 2.86, 4.86], [-0.77, 0.17, 3.15], [-0.25, -0.59, 1.86], [-0.54, -2.10, 1.66], [-1.51, -2.27, 0.49], [-2.95, -2.00, 0.89], [-4.08, -2.32, -0.46], [1.15, -0.07, 1.73], [2.07, -0.49, 0.22], [1.18, -1.12, -0.67], [2.77, 0.63, -0.28], [3.05, -1.60, 0.70], [1.58, 0.66, 2.68], [2.84, 1.38, 2.90], [4.35, 0.42, 2.62], [5.27, 1.45, 1.41], [5.93, 0.61, 0.30], [1.59, 1.18, 6.49], [2.68, -0.32, 6.04], [0.43, -1.03, 4.97], [-1.27, -0.55, 3.80], [-1.49, 0.89, 2.76], [-0.77, -0.07, 1.04], [-1.01, -2.49, 2.57], [0.38, -2.68, 1.51], [-1.48, -3.27, 0.05], [-1.25, -1.59, -0.34], [-3.14, -0.96, 1.19], [-3.25, -2.63, 1.73], [2.83, 1.66, 3.96], [2.82, 2.32, 2.33], [5.95, 2.14, 1.91], [4.51, 2.08, 0.93], [5.31, 0.59, -0.60], [6.05, -0.43, 0.63], [6.89, 1.03, -0.01], [-3.86, 2.09, -2.62], [-2.47, 2.71, -2.52], [-1.93, 2.05, -1.26], [-2.54, 0.75, -1.17], [-3.61, 0.68, -2.12], [-4.29, 2.13, -3.62], [-4.54, 2.61, -1.94], [-1.87, 2.41, -3.38], [-2.47, 3.79, -2.46], [-2.20, 2.61, -0.36], [-0.84, 1.94, -1.27], [-3.30, 0.02, -2.94], [-4.49, 0.24, -1.65], [-7.81, -4.58, 0.10], [-9.21, -4.21, 0.59], [-9.07, -4.38, 2.09], [-7.71, -4.07, 2.41], [-6.94, -4.00, 1.21], [-7.57, -4.18, -0.88], [-7.70, -5.66, 0.07], [-9.43, -3.17, 0.34], [-9.99, -4.84, 0.16], [-9.26, -5.41, 2.40], [-9.73, -3.72, 2.65], [-6.70, -2.95, 1.02], [-6.00, -4.54, 1.34], [6.97, -3.38, -2.40], [5.56, -3.01, -1.95], [5.66, -3.16, -0.44], [7.01, -2.84, -0.09], [7.81, -2.79, -1.27], [7.24, -2.99, -3.38], [7.08, -4.47, -2.41], [5.34, -1.97, -2.22], [4.78, -3.64, -2.39], [5.46, -4.19, -0.13], [4.98, -2.49, 0.09], [8.05, -1.74, -1.47], [8.74, -3.33, -1.11], [1.52, 5.59, -4.97], [1.39, 6.53, -3.77], [-0.05, 6.29, -3.34], [-0.36, 4.93, -3.68], [0.67, 4.41, -4.52], [2.54, 5.31, -5.20], [1.08, 6.06, -5.85], [2.08, 6.21, -2.98], [1.60, 7.57, -4.00], [-0.74, 6.94, -3.88], [-0.20, 6.44, -2.27], [1.26, 3.69, -3.94], [0.21, 3.88, -5.36]], "e_homo_ev": -8.21, "e_tot_ev": -85674.1379, "homo_lumo_gap_ev": 6.3, "e_lumo_ev": -1.86, "total_charge": 0, "multiplicity": 1, "fmax_ha_per_bohr": 0.0748}